C22H38BrGe2N7O2SSn | ωB97M-V with the def2-TZVPD basis set

The geometry in XYZ format:
```
74
Properties=species:S:1:pos:R:3:forces:R:3:lowdin_spin:R:1
H 9.6456 10.2453 17.6928 -0.7 -0.7 0.6 0.000
C 9.6089 14.1530 6.7839 0.4 -0.2 -0.4 0.032
H 5.4287 13.7317 8.1478 0.1 0.4 0.1 0.000
H 9.9474 13.5274 5.9357 -0.3 0.5 0.5 0.001
C 9.3405 16.2986 7.8854 0.9 -1.8 -1.0 0.077
C 11.2165 10.6326 7.4445 0.5 -1.8 0.8 0.018
H 4.4671 12.4752 8.9650 0.1 0.0 -0.2 0.000
H 4.8485 9.6548 8.6422 -0.2 0.1 0.3 0.001
C 9.7507 10.2130 5.5658 -3.2 0.8 1.5 0.002
H 12.5950 9.1238 15.9536 -1.6 1.4 0.1 0.000
C 12.2597 10.0123 6.6961 -1.9 1.1 -0.5 0.005
C 9.5750 12.2714 16.5670 0.5 0.7 -3.0 0.000
H 9.2241 18.1097 14.8457 -0.3 0.9 0.2 0.000
C 10.7294 9.5844 4.8676 0.4 0.1 -1.7 0.002
S 8.5614 15.0940 13.0939 -0.3 0.0 0.5 0.000
H 7.0335 12.4277 5.0129 0.6 0.5 -0.2 0.000
C 5.5316 9.5802 7.8149 1.2 0.8 -0.6 0.036
C 8.2538 16.6208 13.8120 -0.1 0.6 -0.5 0.000
C 11.2031 10.7407 15.1904 1.6 -0.3 -0.1 0.000
C 11.6960 9.7681 16.3353 2.7 0.6 -0.3 0.000
H 6.4603 9.0982 8.1278 -0.4 -0.7 -0.1 0.001
N 9.7618 9.2196 17.8109 0.3 0.2 -0.5 0.000
C 6.3154 11.7064 5.3292 -1.5 -0.5 -0.1 0.087
H 6.4168 10.7917 4.7343 0.4 0.0 0.5 0.002
H 10.5767 9.1790 3.8346 0.0 0.6 1.1 0.000
H 9.3459 15.7675 16.3386 0.0 0.9 -0.3 0.000
H 5.0518 9.0995 6.9424 0.5 0.3 0.4 0.006
C 9.8085 11.3550 15.2486 0.6 0.7 1.5 0.000
H 10.6820 16.7356 15.9962 -0.4 0.6 -0.3 0.000
H 7.0878 8.5668 19.4596 -0.3 0.2 0.2 0.000
H 12.0271 11.5173 15.0717 -1.0 -0.7 0.1 0.000
C 9.9284 10.6574 6.9177 0.4 0.2 -2.1 0.059
Sn 10.6866 14.1461 14.3977 0.1 0.1 0.4 0.000
H 7.1110 18.3069 13.7307 -0.1 -0.2 -0.1 0.000
H 9.5233 17.3397 7.8030 -0.2 0.9 0.3 0.004
H 13.2122 9.9335 7.1312 1.2 0.0 0.4 0.001
C 8.9181 15.6612 9.0608 -0.3 1.4 1.1 0.004
H 12.8125 9.2629 4.6840 -0.5 0.1 1.2 0.000
N 8.9948 17.1440 14.8271 0.2 -1.3 0.4 0.000
N 9.8382 16.3169 15.6142 -0.2 -1.5 -0.6 0.000
H 6.5587 17.0550 12.7095 0.0 -0.3 -0.4 0.000
H 8.6916 16.2240 10.0076 0.2 -0.3 -1.3 -0.001
N 7.2929 17.4135 13.2851 1.3 0.0 1.3 0.000
H 10.0739 16.0730 5.8152 -0.4 -0.7 1.1 0.000
H 7.7066 10.1229 18.9182 -0.1 -0.2 0.1 0.000
H 9.1783 10.5407 15.4253 -1.5 -1.3 -0.2 0.000
H 8.4976 6.7612 19.3949 -0.9 -1.0 0.9 0.000
H 12.2456 10.3961 17.1183 -1.2 -0.9 -0.6 0.000
H 9.7079 6.6468 18.1956 0.1 0.0 0.1 0.000
C 4.9572 12.7699 8.0341 0.4 -0.3 -0.2 0.031
N 9.5629 12.0493 13.9581 0.8 0.5 1.0 0.000
N 7.7870 9.1196 19.0032 0.9 -0.3 -0.2 0.000
H 11.4091 8.0088 17.4213 0.7 -0.7 0.5 0.000
C 8.8776 8.5046 18.5136 0.5 0.7 -0.6 0.000
N 9.0616 7.1981 18.7293 0.4 1.1 -1.0 0.000
H 4.2243 12.8399 7.2078 0.2 -0.1 0.4 0.008
Ge 8.6365 11.7161 7.8978 2.1 -0.5 0.0 0.187
H 8.6320 12.4192 13.7934 -0.2 -0.7 0.0 0.000
H 8.7153 10.3926 5.1433 1.4 -0.6 0.3 0.000
H 10.2929 8.1285 16.0663 0.5 0.6 0.7 0.000
Br 8.8307 10.8667 10.0375 -0.4 -0.1 0.4 0.096
H 11.3748 10.8400 8.5261 0.1 0.2 -1.0 0.001
C 10.8012 8.7040 16.8992 -1.9 -0.5 -0.4 0.000
H 9.9421 11.5078 13.1791 -0.4 0.2 0.1 0.000
C 12.0112 9.5930 5.3899 1.2 -0.6 -0.3 0.004
C 8.7398 14.3089 9.0983 0.5 -1.0 -2.1 0.044
H 5.3001 12.0779 4.9936 0.9 -0.1 0.8 0.015
C 9.7125 15.5341 6.7325 -0.2 1.0 0.3 0.005
C 9.1558 13.5349 7.9607 -1.4 0.9 0.7 0.070
H 11.2059 10.1688 14.2482 0.1 0.0 0.2 0.000
O 9.8244 13.5256 16.3038 -0.1 0.0 0.1 0.000
Ge 6.2132 11.4087 7.3374 -2.8 -0.4 -1.4 0.199
H 8.2515 13.7959 9.8995 0.0 0.0 0.6 0.001
O 9.1829 11.7977 17.6056 0.1 0.4 0.1 0.000
```
Positions in Å, forces in eV/Å.

Values from the calculation:
**Charge**: +3
**Relative energy (zero: lowest compared OMol25 entry of this formula, charge and spin)**: 0.000 eV
**Multiplicity**: 2
**<S²>**: 0.7597